Record 1
A single C6H15NO molecule at a distorted geometry. Source: OMol25; level of theory: the ωB97M-V functional and the def2-TZVPD basis.

Last column: natural (NBO) charge in e.
Atoms and positions in Å:
H 3.277 0.847 0.061  0.183
H 1.785 1.460 0.400  0.161
H 2.618 1.040 -2.477  0.209
N 1.622 -0.462 -0.375  -0.607
H 1.298 2.128 -1.845  0.203
H 2.924 2.516 -1.598  0.218
H -4.189 -0.961 0.431  0.469
C 2.266 1.659 -1.648  -0.625
H -2.046 -2.409 -0.095  0.159
H -0.502 0.838 1.773  0.209
H -0.614 0.913 0.038  0.207
C -2.297 -1.341 -0.166  -0.060
H -2.602 0.036 1.324  0.196
O -3.697 -1.253 -0.339  -0.729
H -1.850 -1.028 -1.112  0.169
C 0.756 -0.630 0.802  -0.224
C 2.274 0.852 -0.367  -0.223
H -1.681 -1.250 1.964  0.207
H 1.020 -0.434 -1.197  0.340
C -0.515 0.224 0.881  -0.430
C -1.765 -0.624 1.073  -0.422
H 0.510 -1.692 0.834  0.194
H 1.409 -0.430 1.639  0.194

Properties
orbital gap	9.88	eV
structure (SMILES)	CCNCCCCO
LUMO level	0.03623	Eh
energy above the lowest of the compared OMol25 structures with the same formula, charge and spin	45.82	kcal/mol

Record 2
A single C6H15NO molecule at a distorted geometry. Source: OMol25; level of theory: the ωB97M-V functional and the def2-TZVPD basis.

Last column: natural (NBO) charge in e.
Atoms and positions in Å:
H -1.852 -1.254 -1.223  0.207
H 1.003 -2.130 1.356  0.217
H 1.826 0.670 1.129  0.220
C 0.671 -1.723 0.395  -0.654
H -0.002 -2.458 -0.055  0.209
C -1.499 -0.551 1.360  -0.611
H -1.935 0.421 1.596  0.217
N -0.501 0.313 -0.563  -0.151
H 0.893 0.100 2.520  0.213
C 1.097 2.069 -1.405  -0.254
H -2.209 -1.173 0.816  0.202
H -1.257 -1.080 2.286  0.203
O 0.930 0.673 -1.290  -0.487
H 1.544 -1.610 -0.253  0.231
H 0.358 1.528 1.608  0.219
C -1.162 -0.491 -1.591  -0.447
H 1.719 2.458 -0.587  0.159
H -0.442 -1.020 -2.219  0.211
H 0.142 2.614 -1.411  0.186
H 1.612 2.300 -2.345  0.182
C -0.002 -0.365 0.593  0.143
H -1.745 0.172 -2.238  0.206
C 0.813 0.538 1.519  -0.621

Properties
orbital gap	10.26	eV
structure (SMILES)	CON(C)C(C)(C)C
LUMO level	0.03475	Eh
energy above the lowest of the compared OMol25 structures with the same formula, charge and spin	81.90	kcal/mol

Record 3
A molecular structure, C6H15NO at a distorted geometry. Source: OMol25; level of theory: the ωB97M-V functional and the def2-TZVPD basis.

Last column: natural (NBO) charge in e.
Atoms and positions in Å:
H 0.350 1.481 -1.793  0.220
C 0.501 0.403 -1.799  -0.633
H 1.726 -1.860 -0.599  0.213
H -1.529 1.944 0.763  0.214
H -2.044 -0.285 1.890  0.473
H -1.855 -0.650 -0.833  0.175
H -3.112 1.289 0.296  0.218
H 1.496 0.202 -2.201  0.214
H 1.704 -0.635 2.065  0.174
C -1.464 -0.083 0.016  0.030
H 2.437 0.964 2.053  0.203
H -0.232 -0.056 -2.462  0.199
O -1.748 -0.853 1.169  -0.723
C 2.088 0.158 1.406  -0.418
C 0.426 -0.164 -0.392  0.155
H -0.010 0.474 0.846  0.446
C 0.679 -1.662 -0.361  -0.661
N 1.114 0.719 0.485  -0.697
C -2.051 1.318 0.033  -0.671
H 0.080 -2.177 -1.110  0.221
H 2.944 -0.247 0.853  0.185
H 0.445 -2.069 0.620  0.229
H -1.944 1.790 -0.943  0.233

Properties
orbital gap	8.91	eV
LUMO level	0.02962	Eh
energy above the lowest of the compared OMol25 structures with the same formula, charge and spin	98.66	kcal/mol

Record 4
A single C6H15NO molecule at a distorted geometry. Source: OMol25; level of theory: the ωB97M-V functional and the def2-TZVPD basis.

Last column: natural (NBO) charge in e.
Atoms and positions in Å:
H -0.589 -0.584 -3.261  0.198
H -0.772 -1.210 -1.707  0.178
H -1.471 0.388 -2.194  0.201
H 1.680 0.213 0.104  0.199
C -1.138 -0.045 1.695  0.115
H -1.263 1.090 -0.208  0.225
H 2.023 1.159 -2.941  0.194
O -1.966 0.880 2.405  -0.726
H -1.720 -1.010 1.284  0.156
H -1.694 0.863 3.401  0.473
C 0.684 -0.011 -0.258  -0.218
C -0.648 -0.315 -2.255  -0.421
H 1.601 -0.462 -3.288  0.188
H 0.114 0.281 3.483  0.202
H 0.598 -1.095 -0.041  0.146
C -0.490 0.691 0.491  -0.438
H -0.093 1.665 0.817  0.213
H 2.661 -0.113 -1.894  0.194
C -0.108 -0.536 2.762  -0.659
H 0.870 -0.926 2.455  0.220
N 0.518 0.393 -1.624  -0.436
H -0.587 -1.465 3.238  0.218
C 1.792 0.147 -2.465  -0.422

Properties
orbital gap	9.45	eV
structure (SMILES)	C[C@@H](O)CCN(C)C
LUMO level	0.03724	Eh
energy above the lowest of the compared OMol25 structures with the same formula, charge and spin	70.56	kcal/mol

Record 5
A gas-phase ion, C6H15NO (charge +1) at a distorted geometry. Source: OMol25; level of theory: the ωB97M-V functional and the def2-TZVPD basis.

Last column: Mulliken spin population.
Atoms and positions in Å:
H -0.003 3.009 0.535  0.003
H 0.090 -0.266 2.075  0.009
H 2.342 2.386 0.778  0.001
C -1.193 -0.854 0.512  0.030
O -0.566 -1.263 -2.772  0.102
C 0.219 -0.369 0.978  0.040
C 1.909 1.413 1.108  0.003
H -1.781 -1.171 1.370  0.018
H 0.701 -1.670 -1.328  0.028
H 1.664 1.434 2.160  -0.002
H -0.867 1.955 -0.736  0.002
H 1.067 -1.094 0.961  -0.002
C 0.715 0.860 0.327  -0.007
H -1.702 0.008 0.047  0.077
H -0.464 -3.061 -2.082  0.000
N -1.199 -1.820 -0.539  0.773
H 0.951 0.823 -0.773  0.005
H -0.859 -0.364 -2.590  -0.009
C -0.355 2.035 0.242  0.002
C -0.317 -2.086 -1.635  -0.031
H -1.921 -2.534 -0.423  -0.042
H -1.216 1.891 0.874  -0.001
H 2.784 0.740 0.911  0.000

Properties
orbital gap (spin up / spin down)	11.47 / 6.74	eV
LUMO level (spin up / spin down)	-0.12118 / -0.29464	Eh
⟨S²⟩	0.755
spin multiplicity	2
total charge	+1
energy above the lowest of the compared OMol25 structures with the same formula, charge and spin	54.64	kcal/mol

Record 6
A single C6H15NO2 molecule at a distorted geometry. Source: OMol25; level of theory: the ωB97M-V functional and the def2-TZVPD basis.

Last column: natural (NBO) charge in e.
Atoms and positions in Å:
H -0.398 0.540 3.193  0.215
H -0.381 -3.243 -1.147  0.170
O -1.029 1.099 -0.146  -0.564
H 1.147 -2.896 -2.018  0.169
H -1.644 -0.893 -0.141  0.170
C 0.655 -2.899 -1.042  -0.237
C -1.195 -0.120 -0.782  0.080
H 0.850 2.824 0.523  0.216
H 0.893 2.497 2.259  0.207
H 0.800 0.388 0.959  0.195
N 0.054 -0.661 -1.260  -0.220
C 0.956 0.202 -1.986  -0.420
H -1.825 0.074 -1.662  0.184
C -0.917 0.384 2.248  -0.642
H 1.196 -3.557 -0.370  0.188
C -0.106 0.983 1.108  0.092
O 0.704 -1.623 -0.435  -0.410
H -1.056 -0.686 2.105  0.213
H 1.555 0.829 -1.317  0.174
H -1.895 0.862 2.294  0.217
H -0.618 3.032 1.484  0.214
H 1.606 -0.422 -2.601  0.198
H 0.368 0.855 -2.627  0.213
C 0.280 2.430 1.363  -0.622

Properties
orbital gap	9.40	eV
structure (SMILES)	CON(C)COC(C)C
LUMO level	0.03618	Eh
energy above the lowest of the compared OMol25 structures with the same formula, charge and spin	83.87	kcal/mol

Among the records above, which one has the highest energy above the lowest of the compared OMol25 structures with the same formula, charge and spin?
number 3